Entry 1:
Entry from the Open Molecules 2025 dataset: a cluster of 3 separate species, C16H34BClF5N2O8S in total at a distorted geometry (wB97M-V/def2-TZVPD).

```
68
C16H34BClF5N2O8S wB97M-V/def2-TZVPD
O -4.48256 -5.39560 -4.28763
S -4.81327 -4.02585 -3.96030
O -4.46818 -3.64579 -2.60393
B -6.73647 -3.68926 -4.29786
O -7.24984 -2.74977 -3.33365
C -7.71856 -1.64045 -4.06098
C -7.61958 -1.99135 -5.53723
Cl -6.42367 -0.85605 -6.36592
O -7.13105 -3.26089 -5.63779
C -3.62070 -3.03758 -5.01561
F -3.94872 -3.11293 -6.32113
F -2.40764 -3.62333 -4.86626
C -3.46665 -1.54228 -4.58359
F -4.49641 -1.10868 -3.84996
F -3.33841 -0.75563 -5.66992
F -2.34565 -1.40335 -3.84620
H -7.15933 -4.81065 -4.07713
H -7.24321 -0.69837 -3.82549
H -8.76671 -1.51254 -3.78893
H -8.56066 -1.86098 -6.04150
C -1.36759 -3.27810 -1.21415
O -0.90546 -2.99813 0.10341
C 0.32921 -3.60177 0.43590
C 1.41020 -2.55631 0.59981
N 1.76228 -1.95420 -0.67838
C 2.61521 -0.77563 -0.57120
C 2.05027 0.45567 0.12651
O 0.99477 1.08387 -0.57858
C -0.29906 0.55267 -0.34770
H -2.37666 -2.88422 -1.30428
H -0.73808 -2.79953 -1.97204
H -1.40158 -4.35363 -1.40173
H 0.61861 -4.34875 -0.30818
H 0.19476 -4.11607 1.39379
H 2.30443 -3.02383 1.02538
H 1.03930 -1.81640 1.32356
H 0.91458 -1.69789 -1.16609
H 2.88872 -0.48051 -1.58763
H 3.54186 -1.06653 -0.06421
H 2.84956 1.19502 0.17819
H 1.75605 0.25200 1.15886
H -0.39893 0.15826 0.66694
H -0.55256 -0.23138 -1.06539
H -1.01625 1.36290 -0.47973
C 5.16351 6.14515 3.23840
O 5.51520 5.22937 4.25648
C 4.67013 5.26859 5.39844
C 3.85805 3.99944 5.51971
N 2.85672 3.91210 4.46680
C 2.17802 2.62261 4.37697
C 3.00913 1.39670 4.01821
O 3.51626 1.40706 2.69912
C 4.74519 2.08474 2.52022
H 5.95346 6.11751 2.49033
H 4.21799 5.87808 2.75472
H 5.08744 7.16364 3.63081
H 4.01794 6.14541 5.37234
H 5.31609 5.35578 6.27696
H 3.35203 3.99337 6.48963
H 4.56142 3.15516 5.50089
H 3.29781 4.10662 3.57856
H 1.39716 2.72234 3.61997
H 1.67312 2.43181 5.32908
H 2.34321 0.53107 4.07116
H 3.81708 1.21095 4.73670
H 5.37857 2.02169 3.40864
H 4.59375 3.13555 2.25641
H 5.26429 1.60907 1.68742
```

The net charge is -1. The LUMO energy comes out at 1.95 eV. The calculation puts the molar mass at 555.8 g mol⁻¹. Its spin multiplicity is 1.

***

Entry 2:
Entry from the Open Molecules 2025 dataset: a structure of composition AlH12O6 at a distorted geometry (wB97M-V/def2-TZVPD).

```
19
AlH12O6 wB97M-V/def2-TZVPD
Al 0.20418 0.02661 -0.13715
O -0.12122 -1.87090 -1.03256
H -0.84131 -2.47029 -1.22857
H 0.53978 -2.06438 -1.69729
O 0.89320 0.38722 1.83933
H 1.02584 1.17963 2.35964
H 1.52647 -0.23900 2.19010
O -0.97041 1.44035 -0.96483
H -1.04336 2.32564 -0.60824
H -1.65401 1.39376 -1.63323
O 0.65244 2.00040 0.22747
H 1.49674 2.34966 -0.05788
H 0.31320 2.65846 0.83418
O -1.83215 -0.42574 -0.46139
H -2.61326 -0.07445 -0.03397
H -2.15438 -0.79664 -1.28287
O 1.28830 -1.63364 0.60834
H 1.91389 -1.78896 -0.09930
H 1.37610 -2.39764 1.17828
```

The net charge is +3. The LUMO energy comes out at -14.90 eV. The calculation puts the molar mass at 135.1 g mol⁻¹. The calculation puts the relative energy (zero: lowest compared OMol25 entry of this formula, charge and spin) at 154.0 kcal per mole. Its spin multiplicity is 1.

***

Entry 3:
Entry from the Open Molecules 2025 dataset: an isolated molecule of C5H6ClFS at a distorted geometry (wB97M-V/def2-TZVPD).

```
14
C5H6ClFS wB97M-V/def2-TZVPD
F 1.93824 0.30027 1.53972
C 1.39332 -0.01294 0.35223
Cl 2.62633 -0.82624 -0.66370
C 0.80084 1.22593 -0.34265
C -0.38959 1.00651 -0.77228
C -0.89221 -0.39277 -0.49175
S -2.59966 -0.51493 0.05370
C 0.14884 -0.94405 0.53873
H 1.42586 2.09078 -0.53108
H -0.98776 1.75178 -1.31174
H -0.88370 -1.00389 -1.44577
H -2.64081 0.20900 1.16661
H 0.27900 -1.99195 0.28934
H -0.21872 -0.89750 1.61863
```

The SMILES is F[C@]1(Cl)C=C[C@H](S)C1. The LUMO energy comes out at 0.79 eV. The calculation puts the molar mass at 152.6 g mol⁻¹. The calculation puts the relative energy (zero: lowest compared OMol25 entry of this formula, charge and spin) at 4.1 kcal per mole. Its spin multiplicity is 1.

***

Entry 4:
Entry from the Open Molecules 2025 dataset: a cluster of 2 separate species, C2H8N3S in total at a distorted geometry (wB97M-V/def2-TZVPD).

```
14
C2H8N3S wB97M-V/def2-TZVPD
C 0.43769 -0.81054 1.09132
C -0.22841 0.03743 -1.76938
N -0.46769 -1.25983 1.98888
N -0.85556 0.52906 -0.60157
N -0.63214 1.75797 -0.45498
S 2.08411 -0.78094 1.50955
H -0.87531 -0.08027 -2.67206
H 0.76906 0.44443 -1.94812
H -0.22258 -1.06638 -1.59821
H -1.48327 -1.02724 1.86506
H -0.23583 -1.52370 2.97442
H -1.13626 2.29253 0.33585
H 2.70447 -0.78923 0.26358
H 0.14172 2.27671 -0.98434
```

The net charge is +1. The LUMO energy (spin up / spin down) comes out at -5.25 / -5.25 eV. The calculation puts the molar mass at 106.2 g mol⁻¹. The calculation puts the relative energy (zero: lowest compared OMol25 entry of this formula, charge and spin) at 87.6 kcal per mole. Its spin multiplicity is 1.

***

Entry 5:
Entry from the Open Molecules 2025 dataset: a structure of composition C23H23OP2Zn at a distorted geometry (wB97M-V/def2-TZVPD).

```
50
C23H23OP2Zn wB97M-V/def2-TZVPD
C 0.36481 0.01141 -2.16766
C -0.84030 -0.73692 -2.16031
C -0.64523 -1.90039 -1.35153
C 0.69118 -1.91056 -0.89274
C 1.33065 -0.68726 -1.31537
Zn 0.42331 0.71460 0.20854
P -0.69694 2.73129 0.08361
H 0.60591 0.84981 -2.81948
H -1.75154 -0.49107 -2.70404
H -1.38544 -2.68481 -1.20094
H 2.40252 -0.48563 -1.31155
H 1.19986 -2.74175 -0.40403
H -1.75458 3.04446 0.97778
H -1.15809 3.49932 -1.02528
H 0.21956 3.71760 0.51367
O 0.15003 1.13510 2.39697
P 0.06160 0.34968 3.73205
C -1.55646 -0.51930 3.85808
C -2.45028 -0.22791 4.92277
C -3.54883 -1.04473 5.23172
C -3.92346 -2.04807 4.32838
C -3.22258 -2.14586 3.11491
C -2.03670 -1.43034 2.89317
C 1.65847 -0.51445 3.98582
C 2.18272 -1.37181 2.99884
C 3.43426 -1.99188 3.17434
C 4.13697 -1.85499 4.38260
C 3.67932 -0.93000 5.32643
C 2.49675 -0.21310 5.08746
C 0.03254 1.34565 5.22565
C -0.09186 0.67243 6.45427
C -0.20111 1.39710 7.63270
C -0.14901 2.78669 7.62768
C 0.02342 3.43219 6.40526
C 0.09907 2.74022 5.19052
H -2.28054 0.62242 5.57589
H -4.10870 -0.90197 6.16097
H -4.76678 -2.71156 4.55410
H -3.62561 -2.77614 2.32146
H -1.48935 -1.56260 1.96066
H 1.61694 -1.52540 2.07057
H 3.86884 -2.55420 2.34585
H 5.05336 -2.43645 4.54779
H 4.25536 -0.74875 6.23774
H 2.24081 0.54904 5.81078
H -0.14418 -0.42355 6.46257
H -0.35886 0.85751 8.55042
H -0.27332 3.34538 8.55611
H 0.06544 4.51421 6.38866
H 0.16605 3.25523 4.22977
```

The net charge is -1. The LUMO energy (spin up / spin down) comes out at 2.73 / 2.51 eV. The calculation puts the molar mass at 442.8 g mol⁻¹. The calculation puts the relative energy (zero: lowest compared OMol25 entry of this formula, charge and spin) at 0.0 kcal per mole. Its spin multiplicity is 1.

***

Entry 6:
Entry from the Open Molecules 2025 dataset: an isolated molecule of C3H6P2 at a distorted geometry (wB97M-V/def2-TZVPD).

```
11
C3H6P2 wB97M-V/def2-TZVPD
C -0.13793 1.24466 -0.07436
C -1.61725 0.92106 0.11105
C -1.43606 -0.57722 -0.22695
P 1.46950 0.99069 0.24971
P 2.06569 -1.13419 0.05999
H -2.00103 1.34063 1.07431
H -2.17441 1.44850 -0.68143
H -1.27944 -0.68730 -1.22542
H -0.87017 -1.32417 0.45920
H 2.87735 -1.43568 1.09268
H 3.10377 -0.78697 -0.83880
```

The LUMO energy (spin up / spin down) comes out at -0.55 / -0.26 eV. The calculation puts the molar mass at 104.0 g mol⁻¹. The calculation puts the relative energy (zero: lowest compared OMol25 entry of this formula, charge and spin) at 98.6 kcal per mole. Its spin multiplicity is 1.